No. 1
{
  "formula": "C6F18LiN3O12S6",
  "method": "ωB97M-V/def2-TZVPD",
  "elements": ["Li", "C", "F", "F", "F", "S", "O", "O", "N", "S", "O", "O", "C", "F", "F", "F", "C", "F", "F", "F", "S", "O", "O", "N", "S", "O", "O", "C", "F", "F", "F", "C", "F", "F", "F", "S", "O", "O", "N", "S", "O", "O", "C", "F", "F", "F"],
  "coordinates": [[12.71668, 15.24353, -24.34430], [14.66440, 20.16688, -24.19671], [15.53347, 20.86711, -23.35671], [13.63075, 19.69447, -23.50942], [14.24170, 21.00031, -25.13288], [15.47547, 18.60535, -25.15438], [14.82450, 18.54881, -26.43327], [16.91387, 18.85448, -25.12902], [14.86362, 17.18689, -24.23433], [15.77371, 17.04327, -22.95824], [16.48911, 18.22109, -22.40886], [14.93292, 16.33442, -22.03391], [17.14539, 15.81563, -23.65514], [18.18149, 16.49778, -24.19989], [17.54796, 15.04571, -22.65883], [16.59049, 15.01675, -24.58684], [8.27642, 14.06651, -22.57725], [8.24517, 13.44997, -23.78069], [7.95264, 15.31776, -22.69405], [7.50201, 13.44095, -21.73637], [10.12310, 14.13932, -21.72414], [10.58528, 15.54394, -21.58460], [9.99126, 13.52543, -20.33769], [11.11147, 13.34265, -22.94368], [11.31669, 11.98806, -22.30669], [12.33810, 11.92699, -21.23246], [10.12218, 11.19150, -22.03841], [12.17855, 11.04543, -23.76058], [12.89248, 10.09882, -23.10223], [11.37674, 10.40193, -24.66742], [13.02696, 11.83857, -24.41827], [19.98109, 3.95620, -17.95505], [20.29328, 2.73501, -18.34356], [20.58359, 4.38746, -16.78991], [20.36249, 4.74077, -19.02516], [18.15018, 4.26710, -17.78390], [17.68962, 3.02408, -17.10602], [17.99557, 5.59223, -17.17066], [17.44862, 4.37773, -19.40564], [15.93548, 4.26510, -19.16716], [15.37063, 3.02038, -18.53925], [15.28122, 5.53800, -18.76444], [15.35797, 4.12735, -21.05724], [16.00578, 3.09645, -21.70307], [14.08371, 3.83877, -21.18432], [15.63892, 5.31581, -21.72874]],
  "mulliken_charge": [0.88, 0.66, -0.22, -0.22, -0.22, 0.88, -0.64, -0.54, -0.37, 0.94, -0.61, -0.60, 0.67, -0.20, -0.22, -0.24, 0.70, -0.23, -0.20, -0.20, 0.96, -0.67, -0.56, -0.35, 0.96, -0.62, -0.62, 0.58, -0.21, -0.23, -0.24, 0.61, -0.19, -0.20, -0.24, 1.00, -0.61, -0.59, -0.36, 0.94, -0.63, -0.63, 0.59, -0.25, -0.21, -0.24],
  "total_charge": -2,
  "gap_ev": 6.92,
  "mol_weight_g_mol": 847.382
}

***

No. 2
{
  "formula": "C6F18N3NaO12S6",
  "method": "ωB97M-V/def2-TZVPD",
  "elements": ["Na", "C", "F", "F", "F", "S", "O", "O", "N", "S", "O", "O", "C", "F", "F", "F", "C", "F", "F", "F", "S", "O", "O", "N", "S", "O", "O", "C", "F", "F", "F", "C", "F", "F", "F", "S", "O", "O", "N", "S", "O", "O", "C", "F", "F", "F"],
  "coordinates": [[0.08228, 0.10034, -0.08342], [1.15281, 3.20282, 0.22377], [2.03824, 4.19235, 0.39451], [1.86015, 2.07475, -0.02443], [0.45261, 3.03835, 1.31550], [0.07733, 3.56061, -1.22216], [-0.98180, 4.34961, -0.69897], [0.94796, 4.14894, -2.18016], [-0.44065, 2.01825, -1.51316], [-1.71426, 2.14282, -2.49578], [-2.97768, 1.99136, -1.85275], [-1.60187, 3.19241, -3.46877], [-1.54110, 0.60073, -3.44423], [-1.84339, -0.44665, -2.68933], [-2.39695, 0.63621, -4.48105], [-0.31785, 0.44064, -3.93659], [0.21909, -3.66077, 0.90859], [1.53049, -3.70422, 1.13899], [-0.30186, -4.87119, 1.12485], [-0.34611, -2.79999, 1.76327], [-0.16205, -3.16882, -0.82815], [0.09351, -4.33737, -1.60905], [-1.49433, -2.67428, -0.81640], [0.86757, -1.90405, -1.00833], [1.95234, -2.28071, -2.12873], [2.90860, -3.27421, -1.72775], [1.41769, -2.44007, -3.44801], [2.81498, -0.68749, -2.24653], [1.92935, 0.31077, -2.22174], [3.64242, -0.50759, -1.19998], [3.50801, -0.61998, -3.36756], [-3.03291, -0.56368, 1.88605], [-2.86935, -0.90494, 0.60471], [-4.32562, -0.27549, 2.11059], [-2.68747, -1.59184, 2.67619], [-2.04294, 0.92444, 2.27547], [-2.24200, 1.79843, 1.17140], [-2.50647, 1.33715, 3.55534], [-0.51290, 0.33697, 2.22505], [0.14615, 0.36823, 3.69255], [0.35004, 1.68520, 4.19240], [-0.36158, -0.63784, 4.56064], [1.84617, -0.17233, 3.28223], [2.44464, 0.67964, 2.43591], [2.55211, -0.20859, 4.41650], [1.86657, -1.39892, 2.73852]],
  "mulliken_charge": [1.61, 0.59, -0.26, -0.22, -0.15, 0.93, -0.65, -0.66, -0.15, 0.80, -0.64, -0.70, 0.68, -0.22, -0.25, -0.23, 0.67, -0.23, -0.24, -0.19, 0.75, -0.63, -0.56, -0.32, 0.86, -0.67, -0.66, 0.60, -0.17, -0.25, -0.22, 0.70, -0.20, -0.24, -0.25, 0.81, -0.54, -0.67, -0.41, 0.98, -0.66, -0.66, 0.57, -0.21, -0.24, -0.22],
  "total_charge": -2,
  "gap_ev": 8.92,
  "mol_weight_g_mol": 863.431
}

***

No. 3
{
  "formula": "C6H10",
  "method": "ωB97M-V/def2-TZVPD",
  "elements": ["C", "C", "C", "C", "C", "C", "H", "H", "H", "H", "H", "H", "H", "H", "H", "H"],
  "coordinates": [[0.22206, 0.24420, 2.06825], [0.28717, -0.33705, 0.69544], [0.24273, -1.57754, 0.20374], [0.25121, -1.13964, -1.24312], [0.35528, 0.31451, -0.67940], [-0.75730, 1.28558, -1.04684], [-0.69678, 0.83079, 2.19641], [0.22175, -0.54907, 2.82315], [1.06501, 0.91479, 2.27245], [0.20027, -2.55864, 0.67282], [1.09312, -1.47334, -1.86136], [-0.68238, -1.33039, -1.78729], [1.33349, 0.76617, -0.89535], [-0.76160, 1.49802, -2.12229], [-1.73712, 0.87240, -0.77776], [-0.63692, 2.23920, -0.51886]],
  "mulliken_charge": [-1.16, 0.15, -0.48, -0.69, 0.47, -1.51, 0.28, 0.32, 0.29, 0.40, 0.26, 0.26, 0.34, 0.38, 0.35, 0.35],
  "gap_ev": 10.17,
  "mol_weight_g_mol": 82.146
}

***

No. 4
{
  "formula": "C6H10",
  "method": "ωB97M-V/def2-TZVPD",
  "elements": ["C", "C", "C", "C", "C", "C", "H", "H", "H", "H", "H", "H", "H", "H", "H", "H"],
  "coordinates": [[-0.29528, -1.74611, -0.74084], [0.51051, -2.15041, -1.75992], [0.32744, -1.15550, 0.53337], [0.44228, 0.32627, 0.74242], [-0.60569, 1.14137, 0.50872], [-0.46809, 2.59847, 0.62768], [-1.37433, -1.74305, -0.79270], [0.09879, -1.91345, -2.73956], [1.46970, -2.64469, -1.67211], [-0.26769, -1.60004, 1.40408], [1.34235, -1.58932, 0.59189], [1.33250, 0.79177, 1.13773], [-1.60042, 0.75520, 0.26109], [-0.43457, 3.00917, -0.40752], [-1.05487, 3.14026, 1.35993], [0.57737, 2.78008, 0.94573]],
  "mulliken_charge": [-0.14, -0.67, -0.81, -0.15, -0.01, -1.09, 0.36, 0.22, 0.29, 0.26, 0.37, 0.26, 0.28, 0.25, 0.34, 0.27],
  "gap_ev": 10.05,
  "mol_weight_g_mol": 82.146
}

***

Result set for E_LUMO: 2.069 3.982 1.180 1.212 eV, one per record in the order listed.
Result set for energy above the lowest of the compared OMol25 structures with the same formula, charge and spin: 497.5 0.0 94.7 218.1 kJ/mol, one per record in the order listed.
Result set for HOMO: -4.8528 -4.9414 -8.9861 -8.8403 eV, one per record in the order listed.